<i>
ORCA calculation (wB97M-V/def2-TZVPD) on a molecular structure, C2H7IN3.

Last column: natural (NBO) charge in e.
Geometry (Å):
C: 0.13967 -0.25732 -0.05651  0.488
C: 0.21818 -1.63746 0.60661  -0.664
N: 0.90407 0.62749 0.48284  -0.186
N: -0.75186 0.14173 -0.99768  -0.721
N: 1.16926 1.87634 0.20453  -0.418
I: -3.32033 -0.10603 0.17019  -0.011
H: 1.27926 -1.83178 0.95405  0.274
H: 0.04883 -2.39869 -0.18154  0.250
H: -0.48131 -1.74415 1.38240  0.271
H: -1.14817 -0.47846 -1.77554  0.462
H: -0.63078 1.08023 -1.35341  0.414
H: 2.13673 2.10311 0.49857  0.435
H: 0.43646 2.62501 0.06550  0.406

* charge: +1
* LUMO level (alpha / beta): -6.98 / -6.23 eV
* Kohn-Sham gap (alpha / beta): 6.625 / 7.042 eV

<ii>
ORCA calculation (wB97M-V/def2-TZVPD) on a gas-phase ion, C2H7IN3 (charge +1).

Last column: natural (NBO) charge in e.
Geometry (Å):
N: -0.01803 0.26513 2.08942  -0.808
C: -0.46747 0.85726 0.99102  -0.029
N: 0.13962 0.34265 -0.41538  -0.544
I: 1.83283 1.54990 -0.95253  0.436
C: -0.37851 -0.78350 -0.92139  0.345
N: 0.11245 -1.09976 -2.12669  -0.749
H: 0.83456 0.60852 2.42551  0.391
H: -0.28020 -0.62739 2.55678  0.410
H: 0.04286 1.84419 1.01562  0.208
H: -1.53489 0.89206 0.79819  0.215
H: -1.12992 -1.33095 -0.35670  0.251
H: 1.05221 -0.62775 -2.36943  0.429
H: -0.20550 -1.89036 -2.73443  0.446

* charge: +1
* LUMO level: -5.39 eV
* SMILES: NCN(I)C=[NH2+]
* Kohn-Sham gap: 8.427 eV

Most stable pick: <ii>. Distance to second place: 149.8 kJ/mol.

<i>
ORCA calculation (wB97M-V/def2-TZVPD) on 3 unconnected molecules or ions with the total composition C2H4S.

Last column: natural (NBO) charge in e.
Geometry (Å):
C: -0.56978 -0.36679 -0.05239  -0.635
C: 0.72381 0.20792 -0.22974  -0.342
H: -1.83596 0.54237 -0.17549  0.238
H: -0.37286 0.04411 1.32850  0.306
H: -0.72441 -1.58595 -0.48834  0.273
H: 0.42602 1.33958 -0.34369  0.194
S: 2.35318 -0.18124 -0.03883  -0.034

* LUMO level: -0.27 eV
* Kohn-Sham gap: 8.321 eV

<ii>
ORCA calculation (wB97M-V/def2-TZVPD) on a molecular structure, C2H4S.

Last column: natural (NBO) charge in e.
Geometry (Å):
C: 0.51245 -0.80252 -0.08607  -0.510
C: -0.48129 0.82222 0.01776  -0.511
S: -0.55968 -0.42158 1.30646  0.168
H: 0.10562 -1.42584 -0.80488  0.211
H: 1.52032 -0.52757 0.06606  0.216
H: 0.15639 1.61271 0.19937  0.210
H: -1.25381 0.74258 -0.69871  0.216

* LUMO level: 0.99 eV
* Kohn-Sham gap: 9.925 eV

Most stable pick: <ii>. Distance to second place: 312.2 kJ/mol.

<i>
ORCA calculation (wB97M-V/def2-TZVPD) on 3 unconnected molecules or ions with the total composition C3H12N2O2.

Last column: natural (NBO) charge in e.
Geometry (Å):
C: 2.01883 0.56672 2.42725  -0.614
C: 1.06784 -0.11862 1.41208  -0.281
N: -0.25964 -0.45332 -1.17685  -1.105
C: 1.04764 0.07558 -0.99795  0.173
N: 1.49347 0.73701 0.09894  -0.689
H: 3.04110 0.66111 1.94022  0.232
H: 1.61684 1.73698 2.67772  0.190
H: 1.88769 0.01736 3.34988  0.186
H: 1.41176 -1.17877 1.39358  0.168
H: 0.02053 -0.15540 1.62020  0.174
H: -0.85788 -0.17512 -0.42205  0.350
H: -0.55871 -0.97762 -2.06323  0.282
H: 1.64009 -0.07696 -1.98502  0.145
H: -5.69491 -3.87080 -0.73194  0.447
H: -5.40290 -3.08529 -2.01081  0.411
O: -5.27755 -4.03825 -1.60663  -1.048
H: 0.84087 2.60886 0.01005  0.495
H: 1.25191 3.78437 -0.89224  0.451
O: 1.19767 3.48618 0.05798  -0.968

* charge: -1
* LUMO level (alpha / beta): 3.40 / 3.67 eV
* multiplicity: 2
* Kohn-Sham gap (alpha / beta): 2.707 / 8.523 eV

<ii>
ORCA calculation (wB97M-V/def2-TZVPD) on 3 unconnected molecules or ions with the total composition C3H12N2O2.

Last column: natural (NBO) charge in e.
Geometry (Å):
C: 0.47873 -2.59338 -2.13189  -0.614
C: 0.28629 -2.75446 -0.62947  -0.221
N: -2.07042 -0.07107 -0.28400  -0.821
C: -0.88385 -0.70716 -0.12330  0.251
N: -0.76582 -1.96792 -0.14181  -0.567
H: 1.31951 -1.95168 -2.36880  0.199
H: -0.38650 -2.17135 -2.63741  0.209
H: 0.73950 -3.51730 -2.64928  0.192
H: 1.24691 -2.63346 -0.10112  0.158
H: 0.04047 -3.80494 -0.44241  0.172
H: -2.25818 0.85922 0.06439  0.426
H: -2.71622 -0.42071 -0.96839  0.374
H: -0.06814 -0.01704 0.14830  0.127
H: 2.57428 4.76430 1.84118  0.381
H: 3.67553 5.77131 1.96626  0.443
O: 3.46013 4.86556 2.22697  -1.063
H: -0.94136 2.57566 1.87820  0.259
H: -1.91761 1.63965 2.59033  0.415
O: -1.81325 2.13478 1.76223  -1.321

* charge: -1
* LUMO level (alpha / beta): 3.73 / 3.52 eV
* multiplicity: 2
* Kohn-Sham gap (alpha / beta): 2.988 / 8.858 eV

Most stable pick: <ii>. Distance to second place: 175.2 kJ/mol.

<i>
ORCA calculation (wB97M-V/def2-TZVPD) on a single C2HClF2 molecule.

Last column: natural (NBO) charge in e.
Geometry (Å):
F: 0.15984 1.31087 -1.23102  -0.340
C: 0.33559 0.02333 -0.64397  0.733
F: 1.18258 -0.82150 -1.14672  -0.259
C: -0.39815 0.04777 0.58836  -0.337
Cl: -0.51424 -1.44422 1.51488  -0.005
H: -0.76561 0.88374 0.91848  0.208

* LUMO level: 0.73 eV
* SMILES: FC(F)=CCl
* Kohn-Sham gap: 10.249 eV

<ii>
ORCA calculation (wB97M-V/def2-TZVPD) on a single C2HClF2 molecule.

Last column: natural (NBO) charge in e.
Geometry (Å):
F: 0.03410 -1.58931 -1.61055  -0.291
C: 0.00972 -0.32527 -1.27513  0.119
C: 0.00700 -0.04884 -0.02941  0.312
F: -0.27768 -1.04072 0.91492  -0.328
Cl: 0.10497 1.49594 0.95006  -0.014
H: 0.30748 0.48400 -2.06306  0.202

* LUMO level: 0.77 eV
* SMILES: F/C=C(\F)Cl
* Kohn-Sham gap: 11.132 eV

Most stable pick: <ii>. Distance to second place: 20.5 kJ/mol.

<i>
ORCA calculation (wB97M-V/def2-TZVPD) on 3 unconnected molecules or ions with the total composition C4H12NOS.

Last column: natural (NBO) charge in e.
Geometry (Å):
C: 0.58678 0.49819 0.60136  -0.493
C: 1.18579 0.47866 2.04503  -0.355
S: 1.26821 -1.20747 2.61627  -0.252
C: -0.89634 -0.03203 0.15658  -0.187
N: -0.96798 0.16810 -1.22597  -0.708
C: -1.47285 -1.06084 -1.88295  -0.407
H: 1.25230 -0.31928 0.10447  0.280
H: 0.85670 1.42737 -0.02983  0.271
H: 1.95423 1.20376 2.21349  0.229
H: 0.28015 0.96436 2.58500  0.020
H: -1.67280 0.54286 0.75336  0.151
H: -0.96740 -1.14361 0.37883  0.164
H: -0.41358 1.13219 3.10431  0.173
H: -2.54810 -1.07595 -1.76667  0.160
H: -1.29780 -1.13199 -3.03485  0.196
H: -1.10360 -1.92702 -1.35383  0.154
H: 2.34666 0.53020 -1.62671  0.398
H: 0.09724 0.22833 -1.50452  0.451
O: 1.51240 0.72417 -2.13335  -1.244

* charge: -1
* LUMO level: 1.40 eV
* Kohn-Sham gap: 4.853 eV

<ii>
ORCA calculation (wB97M-V/def2-TZVPD) on 2 unconnected molecules or ions with the total composition C4H12NOS.

Last column: natural (NBO) charge in e.
Geometry (Å):
C: 1.35669 1.42188 0.04829  -0.205
N: 1.48849 0.14503 0.76301  -0.673
C: 0.75151 -1.02127 0.33591  -0.257
C: -0.64466 -1.22891 0.95745  -0.525
S: -1.47201 -2.67755 0.20757  -0.717
C: -0.01085 2.05961 0.22903  -0.624
H: 2.05373 1.99757 0.65365  0.178
H: 1.64992 1.25953 -0.99080  0.169
H: 2.25358 0.03199 1.38715  0.366
H: 1.24239 -1.99515 0.43230  0.204
H: 0.60473 -1.00496 -0.75913  0.171
H: -1.17186 -0.27898 1.00174  0.166
H: -0.49289 -1.51939 2.00289  0.174
H: -0.76106 1.45317 -0.28704  0.212
H: -0.25433 2.09973 1.28742  0.210
H: -0.09917 3.02933 -0.26114  0.191
H: -1.87841 -1.95827 -2.06768  0.505
H: -2.31174 -0.48085 -2.24511  0.456
O: -2.30405 -1.33252 -2.69550  -1.002

* charge: -1
* LUMO level: 3.58 eV
* Kohn-Sham gap: 6.260 eV

Most stable pick: <ii>. Distance to second place: 590.2 kJ/mol.